[1]
A structure of composition C7H23N8O5Tl in a non-equilibrium geometry, computed with ωB97M-V/def2-TZVPD.

Output
Net charge: +2

XYZ file:
```
44
C7H23N8O5Tl (ωB97M-V/def2-TZVPD)
Tl 19.126 -0.478 -0.743
C 15.957 -2.440 -4.101
C 16.269 -0.929 -3.670
C 15.060 -0.337 -2.992
O 17.454 -0.615 -3.184
H 16.720 -2.638 -4.850
H 14.982 -2.494 -4.582
H 15.862 -3.000 -3.176
H 16.219 -0.591 -4.734
H 15.035 0.754 -3.063
H 15.018 -0.627 -1.941
H 14.186 -0.517 -3.619
C 22.507 -0.442 -2.867
O 21.282 -0.363 -2.701
N 23.042 -0.701 -4.067
N 23.437 -0.180 -1.904
H 22.425 -0.790 -4.855
H 24.027 -0.542 -4.185
H 24.430 -0.051 -1.983
H 23.085 0.075 -0.997
C 18.178 -4.271 -1.029
O 18.210 -3.219 -0.370
N 19.078 -5.261 -0.849
N 17.091 -4.536 -1.808
H 19.836 -5.200 -0.195
H 18.842 -6.109 -1.337
H 16.337 -3.927 -1.540
H 17.236 -4.955 -2.711
C 16.991 2.931 -1.700
O 17.901 2.173 -1.295
N 16.391 2.788 -2.891
N 16.473 3.915 -0.946
H 16.654 2.092 -3.561
H 15.762 3.521 -3.163
H 16.732 3.825 0.025
H 15.712 4.458 -1.302
C 15.650 -0.866 1.231
O 16.346 -0.698 0.221
N 16.091 -1.505 2.347
N 14.384 -0.401 1.391
H 15.424 -1.458 3.091
H 17.007 -1.877 2.516
H 13.884 -0.426 2.256
H 14.067 0.111 0.584
```

[2]
The ion C12H8ClO4 with charge -1 in a non-equilibrium geometry, computed with ωB97M-V/def2-TZVPD.

Output
Net charge: -1

XYZ file:
```
25
C12H8ClO4 (ωB97M-V/def2-TZVPD)
C -1.403 1.727 3.779
C -0.894 0.735 2.787
O -0.735 1.056 1.463
C -0.296 0.043 0.797
C 0.133 0.189 -0.631
C 0.377 -0.753 -1.612
C 0.637 -0.342 -2.998
O 0.787 1.031 -3.363
C 1.255 1.116 -4.571
C 1.434 -0.136 -5.146
C 0.871 -1.070 -4.128
Cl 0.887 -2.758 -4.418
C -0.297 -1.068 1.608
C -0.494 -0.572 2.951
C -0.259 -1.236 4.168
O -0.788 -0.856 5.281
O 0.509 -2.219 4.027
H -1.107 1.576 4.819
H -1.175 2.727 3.396
H -2.453 1.647 3.768
H 0.099 1.228 -0.847
H 0.111 -1.748 -1.403
H 1.233 2.045 -4.974
H 1.765 -0.307 -6.136
H -0.199 -2.054 1.384
```

[3]
A cluster of 3 separate species, C6H19NO3 in total, computed with ωB97M-V/def2-TZVPD.

XYZ file:
```
29
C6H19NO3 (ωB97M-V/def2-TZVPD)
C -0.590 2.133 1.358
C -0.096 1.255 0.217
N -1.121 0.308 -0.226
C -2.238 1.001 -0.849
C -0.610 -0.759 -1.106
C 0.435 -0.314 -2.126
C -0.149 -1.956 -0.247
O 1.242 -2.277 -0.461
H -1.064 3.041 0.990
H 0.237 2.460 1.986
H -1.323 1.620 1.979
H 0.770 0.665 0.544
H 0.244 1.887 -0.608
H -2.628 1.761 -0.173
H -1.963 1.495 -1.795
H -3.031 0.292 -1.043
H -1.481 -1.109 -1.669
H 1.344 0.011 -1.647
H 0.043 0.506 -2.731
H 0.689 -1.138 -2.788
H -0.298 -1.744 0.805
H -0.747 -2.837 -0.500
H 1.408 -3.147 -0.084
O 0.564 -0.452 2.966
H 1.469 -0.469 2.633
H 0.076 0.080 2.327
O 2.869 -0.690 1.120
H 3.645 -0.426 0.624
H 2.304 -1.196 0.509
```

How do the records compare in orbital gap? In the order shown, they have 0.1277 0.2495 0.3410 Eh.
How do the records compare in energy above the lowest of the compared OMol25 structures with the same formula, charge and spin? In the order shown, they have 0.545 0.000 0.661 eV.